[1]
The following is a quantum chemistry calculation of C4H5N3 in the gas phase in a non-equilibrium geometry, from the Open Molecules 2025 dataset.

For the energy relative to the best compared isomer or geometry (same formula, charge and spin), the calculation gives 536.7 kJ/mol. For the orbital gap (spin up / spin down), the calculation gives 9.6 / 6.5 eV. Its energy is -8694.2498 eV.

Last column: Mulliken charge in e.
Geometry (Å):
C -1.821 -0.117 -0.141  -0.750
N -0.465 0.374 -0.334  -0.165
C 1.239 -0.286 0.596  -0.324
C 0.660 -0.514 -0.726  0.378
N 0.937 -1.174 -1.711  -0.463
C 2.290 0.640 0.839  0.309
N 3.112 1.441 1.020  -0.408
H -1.770 -1.122 0.286  0.286
H -2.345 -0.180 -1.099  0.276
H -2.381 0.538 0.532  0.297
H -0.393 1.326 -0.687  0.243
H 0.938 -0.926 1.424  0.322

[2]
The following is a quantum chemistry calculation of C4H5N3 in the gas phase in a non-equilibrium geometry, from the Open Molecules 2025 dataset.

For the energy relative to the best compared isomer or geometry (same formula, charge and spin), the calculation gives 273.3 kJ/mol. For the orbital gap, the calculation gives 10.3 eV. Its energy is -8696.9799 eV.

Last column: Mulliken charge in e.
Geometry (Å):
C 0.302 1.576 -0.052  -0.876
N -0.609 0.443 0.167  -0.356
C -0.136 -0.961 0.290  0.451
C -1.027 -1.676 -0.685  0.147
N -2.131 -1.778 -1.051  -0.450
C 1.376 -1.069 0.396  0.075
N 2.522 -1.190 0.546  -0.358
H 1.046 1.629 0.746  0.341
H -0.317 2.486 0.023  0.317
H 0.788 1.563 -1.036  0.315
H -1.298 0.380 -0.565  0.253
H -0.516 -1.404 1.222  0.142

[3]
The following is a quantum chemistry calculation of a gas-phase ion, C4H5N3 (charge +2) in a non-equilibrium geometry, from the Open Molecules 2025 dataset.

The charge is +2. For the energy relative to the best compared isomer or geometry (same formula, charge and spin), the calculation gives 40.3 kJ/mol. For the orbital gap, the calculation gives 8.9 eV. Its energy is -8674.5358 eV.

Last column: Mulliken charge in e.
Geometry (Å):
C 2.022 -0.197 -0.163  0.366
C 1.636 1.187 0.010  0.007
C -0.595 0.324 0.061  0.539
C 0.021 -1.472 0.038  -0.447
N 0.339 1.210 -0.008  -0.221
N 1.360 -1.211 -0.013  0.054
N -1.825 0.561 -0.110  -0.141
H 2.144 2.111 0.313  0.472
H -0.073 -2.215 0.881  0.346
H -0.401 -2.026 -0.771  0.375
H -2.770 0.138 -0.101  0.300
H -1.857 1.589 -0.136  0.349

[4]
The following is a quantum chemistry calculation of C4H5N3O in the gas phase in a non-equilibrium geometry, from the Open Molecules 2025 dataset.

For the energy relative to the best compared isomer or geometry (same formula, charge and spin), the calculation gives 859.2 kJ/mol. For the orbital gap, the calculation gives 8.5 eV. Its energy is -10738.7099 eV.

Last column: Mulliken charge in e.
Geometry (Å):
C -2.343 2.021 -0.807  -0.101
C -1.969 0.910 -0.537  -0.259
C -1.087 -0.039 -0.102  0.272
N -1.523 -1.260 -0.296  -0.233
O -0.822 -2.352 0.393  -0.490
N 0.195 0.313 0.538  -0.237
N 1.116 -0.826 0.592  -0.280
C 2.400 -0.406 0.252  -0.311
H -2.537 3.029 -1.117  0.398
H 0.127 -2.047 1.048  0.491
H 0.741 1.205 -0.046  0.310
H 2.582 0.575 -0.383  0.139
H 3.118 -1.122 0.465  0.300

[5]
The following is a quantum chemistry calculation of C4H5N3O in the gas phase in a non-equilibrium geometry, from the Open Molecules 2025 dataset.

For the energy relative to the best compared isomer or geometry (same formula, charge and spin), the calculation gives 602.1 kJ/mol. For the orbital gap, the calculation gives 9.3 eV. Its energy is -10741.3747 eV.

Last column: Mulliken charge in e.
Geometry (Å):
H 0.925 -2.082 0.674  0.309
N 1.742 -1.506 0.223  -0.662
C 1.188 -0.378 0.084  0.558
C 1.809 0.941 -0.196  -0.592
C 0.836 1.864 -0.544  -0.021
O -0.444 1.381 -0.345  -0.358
N -0.210 -0.063 0.283  0.437
N -1.207 -1.046 0.494  -0.504
C -2.427 -0.933 0.261  -0.265
H 2.882 0.740 -0.593  0.278
H 0.914 2.949 -0.909  0.335
H -2.984 -1.890 0.690  0.241
H -3.024 0.024 -0.120  0.245

[6]
The following is a quantum chemistry calculation of a molecular structure, C4H5N3O in a non-equilibrium geometry, from the Open Molecules 2025 dataset.

For the energy relative to the best compared isomer or geometry (same formula, charge and spin), the calculation gives 1155.5 kJ/mol. For the orbital gap, the calculation gives 7.1 eV. Its energy is -10735.6390 eV.

Last column: Mulliken charge in e.
Geometry (Å):
C -0.988 -0.248 0.664  0.230
C 2.031 -0.799 -0.187  0.045
C 1.835 0.667 -0.237  -0.099
C 2.202 1.812 0.107  -0.233
H -3.429 1.226 -0.834  0.343
H -0.332 -0.934 1.673  0.255
H -0.385 -0.156 -1.552  0.388
H 3.011 -1.352 -0.108  0.388
H 1.936 2.745 0.876  0.273
N -2.273 0.202 0.686  -0.424
N -0.116 -0.636 -0.249  0.040
N 0.870 -1.491 0.017  -0.739
O -2.581 0.419 -0.665  -0.469

[7]
The following is a quantum chemistry calculation of C4H5N3O in the gas phase in a non-equilibrium geometry, from the Open Molecules 2025 dataset.

For the energy relative to the best compared isomer or geometry (same formula, charge and spin), the calculation gives 481.8 kJ/mol. For the orbital gap, the calculation gives 9.4 eV. Its energy is -10742.6213 eV.

Last column: Mulliken charge in e.
Geometry (Å):
H -3.062 1.091 -0.142  0.261
N -2.015 0.755 -0.307  -0.631
C -1.986 -0.583 0.015  0.040
N -1.009 -1.566 -0.117  -0.541
C 0.269 -0.849 -0.003  0.451
N 0.379 0.457 -0.086  -0.153
C 1.631 0.918 0.039  -0.129
C 2.351 -0.256 -0.243  -0.273
O 1.531 -1.348 -0.163  -0.268
H -3.054 -0.944 0.511  0.241
H -0.696 0.728 0.159  0.364
H 2.249 1.862 0.138  0.345
H 3.412 -0.268 0.199  0.294

[8]
The following is a quantum chemistry calculation of a molecular structure, C4H5N3O in a non-equilibrium geometry, from the Open Molecules 2025 dataset.

For the energy relative to the best compared isomer or geometry (same formula, charge and spin), the calculation gives 605.2 kJ/mol. For the orbital gap, the calculation gives 9.9 eV. Its energy is -10741.3419 eV.

Last column: Mulliken charge in e.
Geometry (Å):
C 2.744 -0.087 0.000  -0.681
C -0.661 0.832 -0.310  0.068
C -2.175 0.636 0.119  -0.263
C -0.662 -0.588 -0.158  0.452
H 2.922 -0.702 -0.850  0.306
H 2.845 -0.652 0.920  0.306
H 3.134 1.096 0.246  0.273
H -2.813 0.916 -0.632  0.230
H -2.634 0.810 1.058  0.250
N 1.201 0.028 0.086  1.130
N 0.678 1.197 0.042  -0.814
N 0.540 -1.098 -0.013  -0.842
O -1.983 -0.889 0.068  -0.415

[9]
The following is a quantum chemistry calculation of a molecular structure, C4H5N3O in a non-equilibrium geometry, from the Open Molecules 2025 dataset.

For the energy relative to the best compared isomer or geometry (same formula, charge and spin), the calculation gives 426.9 kJ/mol. For the orbital gap, the calculation gives 9.9 eV. Its energy is -10743.1907 eV.

Last column: Mulliken charge in e.
Geometry (Å):
C -1.367 -0.194 0.018  0.001
C 0.104 -0.056 -0.155  0.807
C 2.018 0.724 -0.027  -0.207
C 2.182 -0.590 0.114  -0.122
H -1.331 1.746 -0.552  0.291
H -3.053 1.364 0.748  0.312
H -3.077 -0.905 0.113  0.239
H 2.778 1.635 0.261  0.261
H 2.825 -1.336 0.728  0.292
N -1.875 1.129 0.217  -0.528
N -2.058 -1.226 -0.143  -0.573
N 0.677 1.061 -0.234  -0.465
O 0.879 -1.070 0.015  -0.309

[10]
The following is a quantum chemistry calculation of 3 unconnected molecules or ions with the total composition C4H5N3O in a non-equilibrium geometry, from the Open Molecules 2025 dataset.

For the energy relative to the best compared isomer or geometry (same formula, charge and spin), the calculation gives 661.0 kJ/mol. For the orbital gap, the calculation gives 8.7 eV. Its energy is -10740.7640 eV.

Last column: Mulliken charge in e.
Geometry (Å):
C 0.986 -0.711 -0.839  0.316
C 0.053 0.161 -0.040  0.430
C -1.243 0.434 -0.528  -0.243
C -1.922 0.951 0.548  -0.441
H 2.483 -2.422 -0.236  0.297
H 2.036 -1.498 1.033  0.301
H -1.625 0.113 -1.461  0.446
H -2.940 1.433 0.517  0.353
H -1.183 1.688 2.379  0.277
N 2.236 -0.822 -0.288  -0.645
N -1.046 1.014 1.593  0.135
N 0.166 0.429 1.332  -0.679
O 0.563 -1.084 -1.942  -0.549